Model w:
Formula: C4H8NO3
Source: the OMol25 dataset
Level of theory: ωB97M-V with the def2-TZVPD basis set

Geometry as ORCA input:
```
! RIJCOSX wB97M-V def2-TZVPD def2/J DEFGRID3
* xyz -1 1
H 0.6131 3.7561 1.2265
H 0.2804 -3.0878 1.0653
H 2.2319 3.2732 0.9022
O -0.0548 1.3902 1.1863
N -1.3616 -0.7982 -0.2959
O -1.5763 -2.9370 -0.9875
C 0.7510 1.8190 0.3148
H 0.7782 -1.4015 0.6831
O 1.1868 1.1900 -0.6709
C 0.3802 -2.3352 0.2927
H -2.1744 -0.5580 -0.8434
H 1.0548 -2.6741 -0.4910
H -0.7961 -0.0021 0.0306
H 1.1393 3.7855 -0.4949
C -0.9428 -2.0592 -0.4032
C 1.2269 3.2795 0.4607
*
```

Calculated values
- frontier orbital gap (eV) = 8.78

=====

Model x:
Formula: C4H8NO3
Source: the OMol25 dataset
Level of theory: ωB97M-V with the def2-TZVPD basis set

Geometry as ORCA input:
```
! RIJCOSX wB97M-V def2-TZVPD def2/J DEFGRID3
* xyz -1 1
H 3.7003 0.6496 -1.9951
H -3.2114 -0.8496 2.8679
C 2.7156 0.7594 -2.3359
O -1.7589 1.2787 2.3510
C 1.7884 -0.2344 -1.5770
O 2.1209 -1.4101 -1.2734
H -2.7407 -1.5542 1.2996
N -1.3609 0.2142 0.3041
H -0.8289 0.9549 0.0406
C -1.8587 0.2844 1.6046
H -1.5702 -1.6273 2.6780
C -2.3797 -1.0197 2.1344
H 2.6566 0.6769 -3.4387
H -0.9237 -0.6723 -0.0761
O 0.6948 0.1845 -1.1304
H 2.3977 1.7587 -2.0386
*
```

Calculated values
- frontier orbital gap (eV) = 7.73

=====

Least stable: model x

=====

Model w:
Formula: C4H8NO3
Source: the OMol25 dataset
Level of theory: ωB97M-V with the def2-TZVPD basis set

Geometry as ORCA input:
```
! RIJCOSX wB97M-V def2-TZVPD def2/J DEFGRID3
* xyz -1 1
H 1.3852 -0.2883 1.4228
C 0.4941 -0.7749 -3.1047
C -1.0309 0.9734 1.4211
H 1.1017 -1.6727 -2.9796
H -0.2441 -0.9815 -3.9105
H -1.7967 0.1994 1.1299
O -1.1650 -0.9686 -1.4332
O -0.7906 0.2051 3.6652
H 1.5641 -0.3396 3.2235
N 1.0273 -0.1133 2.4179
H -0.2985 1.1347 0.5282
C -0.1505 -0.3317 -1.7417
H 1.2072 0.0208 -3.4962
O 0.3892 0.6658 -1.2286
H -1.3951 1.9328 1.5177
C -0.2974 0.3387 2.5681
*
```

Calculated values
- frontier orbital gap (eV) = 8.22

=====

Model x:
Formula: C4H8NO3
Source: the OMol25 dataset
Level of theory: ωB97M-V with the def2-TZVPD basis set

Geometry as ORCA input:
```
! RIJCOSX wB97M-V def2-TZVPD def2/J DEFGRID3
* xyz -1 1
C 1.6549 -1.9531 1.5948
H 1.5961 -3.0544 1.4178
N 0.2894 2.2008 -0.8820
C -1.6649 0.7162 -0.9898
C -0.7770 1.7350 -1.6013
O 0.0560 -0.2499 1.1315
H -1.3438 0.2648 -0.0425
H -2.5902 1.2792 -0.7877
C 0.1769 -1.4881 1.3311
H 2.4675 -1.6881 0.8979
O -0.9700 2.1708 -2.7337
O -0.6031 -2.4390 1.1598
H 0.5896 1.5727 -0.1214
H 1.0553 2.6722 -1.3285
H 1.9919 -1.5988 2.5721
H -1.9286 -0.1402 -1.6180
*
```

Calculated values
- frontier orbital gap (eV) = 8.43

=====

Least stable: model w

=====

Model w:
Formula: C9H14O2
Source: the OMol25 dataset
Level of theory: ωB97M-V with the def2-TZVPD basis set

Geometry as ORCA input:
```
! RIJCOSX wB97M-V def2-TZVPD def2/J DEFGRID3
* xyz 1 2
O -0.7025 2.0868 2.4953
H 2.9316 -1.6957 -0.3420
H -2.9332 1.5814 1.3472
H 1.0596 1.8890 -1.7596
C -1.1991 0.9734 -2.9305
H -3.0973 0.8609 -1.0884
C -2.0183 1.4570 0.6669
C 1.5221 -2.0777 1.0747
H 0.8278 -1.5773 0.3981
H 1.7144 -4.2427 0.8420
H -0.9065 1.8794 -3.4885
C -2.0789 1.1574 -0.6761
C 1.2474 -3.5237 1.5043
H 1.2871 2.2911 0.7127
H -0.4109 0.1718 -3.3177
H 1.2544 -3.6499 2.5551
H 0.2185 -3.7856 1.1806
H -2.1969 0.7082 -3.2271
C 0.3753 1.8280 0.3196
C -0.7846 1.8142 1.1810
H 1.5232 -1.4851 2.0117
C -0.9603 1.2053 -1.5031
O 2.8590 -2.1241 0.5104
H 0.1843 2.5742 2.5781
C 0.2837 1.6837 -1.0446
*
```

Calculated values
- frontier orbital gap (spin up / spin down) (eV) = 8.70 / 4.81
- ⟨S²⟩ = 0.766

=====

Model x:
Formula: C9H14O2
Source: the OMol25 dataset
Level of theory: ωB97M-V with the def2-TZVPD basis set

Geometry as ORCA input:
```
! RIJCOSX wB97M-V def2-TZVPD def2/J DEFGRID3
* xyz 1 2
H 1.9544 1.6515 0.7429
H -3.1317 2.1808 -0.2704
C -0.3874 -1.4669 0.9151
H 0.3207 -4.3631 1.9028
H 2.5099 -3.3574 1.1799
C 0.0762 -0.3894 0.2305
H -1.7685 2.9118 0.4586
H 3.1776 1.0225 -0.3508
C -2.4520 3.0284 -0.3953
H -1.3959 1.8912 -1.8467
H -0.8345 3.6303 -1.7281
C 2.1031 1.0429 -0.1650
C -1.6720 2.9329 -1.6966
C 1.4870 -0.2680 0.1241
C 2.3054 -1.4254 0.3003
H -3.4028 3.0387 -2.5999
H 3.3782 -1.3222 0.1748
C 1.8450 -2.5446 0.9290
H 1.5781 1.5790 -0.9519
H -0.5673 0.3776 -0.1643
H -1.4563 -1.5351 1.1108
O -0.0994 -3.4885 1.9984
C 0.4639 -2.5472 1.2769
O -2.4999 3.2930 -2.8132
H -2.9908 3.9731 -0.3551
*
```

Calculated values
- frontier orbital gap (spin up / spin down) (eV) = 8.74 / 5.24
- ⟨S²⟩ = 0.766

=====

Least stable: model w

=====

Model w:
Formula: C3H6N2
Source: the OMol25 dataset
Level of theory: ωB97M-V with the def2-TZVPD basis set

Geometry as ORCA input:
```
! RIJCOSX wB97M-V def2-TZVPD def2/J DEFGRID3
* xyz 0 1
H 0.7165 1.0651 -1.0094
C 1.3488 -0.6888 -0.1183
H -2.9598 0.3097 -0.4897
C -2.0593 -0.0277 0.1388
H 1.7295 -1.4110 0.5975
H 1.0381 -1.0233 -1.0387
H -2.1046 -0.1239 1.2117
N -0.8494 -0.1687 -0.4666
N 0.2257 -0.1236 0.6037
C 1.1285 0.7951 -0.0475
H 1.7860 1.3971 0.6185
*
```

Calculated values
- SMILES = C=NN1CC1
- frontier orbital gap (eV) = 10.71

=====

Model x:
Formula: C3H6N2
Source: the OMol25 dataset
Level of theory: ωB97M-V with the def2-TZVPD basis set

Geometry as ORCA input:
```
! RIJCOSX wB97M-V def2-TZVPD def2/J DEFGRID3
* xyz 0 1
H -1.3040 -0.4574 0.7556
H 0.2554 -1.1976 0.4742
N 0.4174 -0.6029 -1.5138
C -0.9732 0.6151 0.4546
H 1.0927 -2.4667 -0.5527
H -2.0323 1.2814 0.4883
H 1.0170 0.2583 0.6319
C 0.6520 -1.3859 -0.5249
N -0.2817 0.6632 -0.9620
H 0.7120 2.1678 0.4178
C 0.4447 1.1248 0.3310
*
```

Calculated values
- SMILES = C=NN1CC1
- frontier orbital gap (eV) = 10.69

=====

Model y:
Formula: C3H6N2
Source: the OMol25 dataset
Level of theory: ωB97M-V with the def2-TZVPD basis set

Geometry as ORCA input:
```
! RIJCOSX wB97M-V def2-TZVPD def2/J DEFGRID3
* xyz 0 1
H 2.2233 1.2496 0.5417
H -2.6560 0.5666 -0.8325
H 2.0422 -1.0994 0.8529
N 2.5411 0.5460 -0.1312
C -2.3439 -0.0767 -0.0094
H -2.8500 -1.0376 -0.0969
H -2.6307 0.3886 0.9343
C -0.9105 -0.2714 -0.0405
H 2.4526 0.9172 -1.0728
C 0.2609 -0.5073 -0.0903
N 1.8710 -0.6755 -0.0555
*
```

Calculated values
- SMILES = CC#CNN
- frontier orbital gap (eV) = 10.06

=====

Least stable: model x

=====

Model w:
Formula: C3H6N2
Source: the OMol25 dataset
Level of theory: ωB97M-V with the def2-TZVPD basis set

Geometry as ORCA input:
```
! RIJCOSX wB97M-V def2-TZVPD def2/J DEFGRID3
* xyz 0 1
H 0.4171 2.2132 0.8164
N -0.5597 -0.8929 0.4790
C 0.7974 -1.8380 -1.1788
C -0.5266 0.3172 1.0939
H 1.6219 -2.7285 -0.4451
H -0.0765 1.4417 -0.5955
N -0.3933 -0.8146 -0.9578
H -0.7948 0.1829 2.2055
H 1.2481 -1.7464 -2.2143
C -0.4139 1.6387 0.4341
H -1.3197 2.2266 0.3625
*
```

Calculated values
- frontier orbital gap (eV) = 8.87

=====

Model x:
Formula: C3H6N2
Source: the OMol25 dataset
Level of theory: ωB97M-V with the def2-TZVPD basis set

Geometry as ORCA input:
```
! RIJCOSX wB97M-V def2-TZVPD def2/J DEFGRID3
* xyz 0 1
N 1.8419 -0.6030 0.3873
H 1.7087 -1.5371 0.7701
H -0.2469 1.8305 -0.6332
N -1.6326 -0.9888 0.5242
H 0.8381 -0.0741 -1.6452
H 0.0384 -0.5338 -1.5847
C -0.7351 -0.2021 0.1450
C 0.7794 -0.1011 -0.1155
H 0.0144 1.5888 1.1522
H -2.4857 -0.5056 0.8186
C -0.1207 1.1262 0.1811
*
```

Calculated values
- frontier orbital gap (eV) = 9.18

=====

Model y:
Formula: C3H6N2
Source: the OMol25 dataset
Level of theory: ωB97M-V with the def2-TZVPD basis set

Geometry as ORCA input:
```
! RIJCOSX wB97M-V def2-TZVPD def2/J DEFGRID3
* xyz 0 1
C 0.4436 0.9444 -0.6514
H -2.6619 -2.0066 0.5253
H -1.1601 -2.2022 1.0303
H 1.0917 -0.7621 0.6139
H -0.2884 1.1606 -1.3568
H 2.1127 1.7344 0.6792
C 1.4264 1.7609 -0.1939
N -1.5571 -2.0693 0.2072
N -1.0778 -0.7924 0.0222
C 0.1300 -0.3085 0.1929
H 1.5408 2.5408 -1.0689
*
```

Calculated values
- SMILES = C=C/C=N/N
- frontier orbital gap (eV) = 9.73

=====

Model z:
Formula: C3H6N2
Source: the OMol25 dataset
Level of theory: ωB97M-V with the def2-TZVPD basis set

Geometry as ORCA input:
```
! RIJCOSX wB97M-V def2-TZVPD def2/J DEFGRID3
* xyz 0 1
N 0.2027 -1.7259 -0.6258
H 1.0901 1.1641 -0.9735
C 0.0560 -0.2447 1.2363
C -0.2391 -0.4121 -0.2149
H 1.0328 0.2607 1.3888
H 0.1079 -1.1914 1.7693
H -0.5722 0.5823 1.6766
H -0.1037 0.7682 -2.1241
H -0.5558 1.5812 -0.6506
N -1.0745 -1.5954 -0.4558
C 0.0556 0.8131 -1.0264
*
```

Calculated values
- SMILES = CC1(C)N=N1
- frontier orbital gap (eV) = 10.32

=====

Least stable: model x

=====

Model w:
Formula: C3H6N2
Source: the OMol25 dataset
Level of theory: ωB97M-V with the def2-TZVPD basis set

Geometry as ORCA input:
```
! RIJCOSX wB97M-V def2-TZVPD def2/J DEFGRID3
* xyz 0 1
H -1.9598 -1.3000 -0.3824
N -0.9704 -1.3439 -0.1585
C -0.2909 -0.1458 -0.5693
N -0.4024 2.0870 0.8839
H -0.8882 -1.4737 0.8450
H 1.3842 -0.6650 0.7708
H 1.9104 0.2173 -0.7506
C 1.1463 0.0818 0.0124
C -0.3436 1.0838 0.1861
H 0.7538 1.4657 0.8130
H -0.3393 -0.0071 -1.6504
*
```

Calculated values
- frontier orbital gap (eV) = 8.82

=====

Model x:
Formula: C3H6N2
Source: the OMol25 dataset
Level of theory: ωB97M-V with the def2-TZVPD basis set

Geometry as ORCA input:
```
! RIJCOSX wB97M-V def2-TZVPD def2/J DEFGRID3
* xyz 0 1
N 0.4057 -2.5750 0.2801
H 0.0963 0.5084 1.8352
C 0.3889 0.1995 -0.1360
H -1.1072 1.7338 0.0984
C -0.5626 1.1901 -0.6768
H -0.0638 1.8890 -1.3545
C -0.4613 -2.2188 -0.4338
H -1.2699 0.5948 -1.2670
N 0.6221 0.0199 1.1213
H 0.9501 -0.4307 -0.8146
H 1.0017 -0.9109 1.3476
*
```

Calculated values
- frontier orbital gap (eV) = 8.50

=====

Least stable: model w